Entry from OMol25: 2 unconnected molecules or ions with the total composition CF2O3S at a distorted geometry (the ωB97M-V functional and the def2-TZVPD basis).

Last column: natural (NBO) charge in e.
Atoms and positions in Å:
C1 0.005 0.147 -1.592  1.15
O1 0.704 -0.041 -0.681  -0.56
O2 0.150 -1.493 2.357  -0.84
O3 -0.217 0.896 2.402  -0.84
F1 -0.264 1.292 -2.134  -0.29
F2 -0.918 -0.598 -2.213  -0.30
S1 0.539 -0.203 1.862  1.67

The net charge is 0. For the relative energy (zero: lowest compared OMol25 entry of this formula, charge and spin), the calculation gives 25.12 kcal/mol.

Entry from OMol25: a molecular structure, CF3GaMgNO4S3 at a distorted geometry (the ωB97M-V functional and the def2-TZVPD basis).

Last column: natural (NBO) charge in e.
Atoms and positions in Å:
Mg1 -0.706 -0.725 1.066  1.84
N1 1.082 -0.026 1.265  -1.51
S1 2.023 0.319 0.166  2.10
O1 1.721 -0.043 -1.300  -1.09
C1 1.991 2.172 -0.076  0.72
F1 3.078 2.723 0.448  -0.28
F2 0.911 2.669 0.538  -0.32
F3 1.910 2.503 -1.359  -0.31
Ga1 0.063 -0.047 -2.043  2.02
S2 -2.208 -0.679 -3.571  0.49
O2 -1.130 0.554 -3.566  -0.95
S3 -2.710 -1.116 -1.545  0.39
O3 -1.214 -0.959 -0.855  -1.25
O4 3.458 -0.043 0.354  -0.85

The net charge is +1. For the relative energy (zero: lowest compared OMol25 entry of this formula, charge and spin), the calculation gives 10.13 kcal/mol.

Entry from OMol25: a molecular structure, CF3N3O2S4 at a distorted geometry (the ωB97M-V functional and the def2-TZVPD basis).

Last column: natural (NBO) charge in e.
Atoms and positions in Å:
O1 -0.923 -0.105 1.274  -0.93
O2 -0.478 -2.409 1.536  -0.89
F1 -2.646 -1.689 -0.726  -0.30
F2 -1.220 -0.440 -1.855  -0.31
F3 -0.972 -2.603 -1.818  -0.28
N1 3.175 2.052 1.078  -0.82
N2 3.526 -0.660 1.674  -0.82
N3 1.313 -0.980 0.277  -1.01
S1 1.584 1.688 1.603  0.27
S2 3.560 0.702 1.311  1.37
S3 1.806 -0.449 1.843  0.90
C1 -1.317 -1.561 -1.051  0.79
S4 -0.381 -1.285 0.571  2.04

The net charge is 0.

Entry from OMol25: a single CF3NO2 molecule at a distorted geometry (the ωB97M-V functional and the def2-TZVPD basis).

Last column: natural (NBO) charge in e.
Atoms and positions in Å:
O1 -0.954 0.239 -1.545  -0.31
N1 -0.820 0.237 -0.345  0.45
O2 -1.656 0.456 0.526  -0.32
C1 0.571 -0.127 0.192  1.02
F1 1.530 0.276 -0.615  -0.27
F2 0.710 -1.462 0.391  -0.30
F3 0.619 0.380 1.395  -0.28

The net charge is 0. For the relative energy (zero: lowest compared OMol25 entry of this formula, charge and spin), the calculation gives 0.00 kcal/mol. The SMILES is O=[N+]([O-])C(F)(F)F.

E_HOMO readings, ordered: -11.62 -12.98 -9.97 -12.47 eV
Frontier orbital gap readings, ordered: 0.395 0.236 0.311 0.424 hartree